1.
Computed, not measured: C40H30BiN13O5S as an isolated structure, with ωB97M-V with the def2-TZVPD basis set.

Each line ends with the natural charge from an NBO analysis.
Positions of all 90 atoms, in Å:
Bi: -0.157 -0.016 0.063  1.8133
N: -2.877 -3.484 1.551  -0.7860
C: -2.306 -2.318 1.151  0.3065
S: -0.573 -2.247 1.335  -0.2873
N: -3.129 -1.424 0.680  -0.4274
N: -2.568 -0.269 0.225  -0.2887
C: -3.386 0.620 -0.213  0.2490
C: -4.856 0.404 -0.234  -0.1114
C: -5.669 1.075 0.672  -0.1440
C: -7.042 0.880 0.646  -0.2218
C: -7.604 0.027 -0.293  -0.2013
C: -6.792 -0.639 -1.201  -0.2062
C: -5.418 -0.457 -1.170  -0.1770
C: -2.846 1.905 -0.722  0.1543
C: -3.684 2.900 -1.209  -0.2164
C: -3.120 4.091 -1.642  -0.1434
C: -1.748 4.254 -1.585  -0.2355
C: -0.983 3.199 -1.113  0.0811
N: -1.520 2.060 -0.698  -0.4732
H: -2.354 -4.081 2.167  0.4050
H: -3.880 -3.471 1.653  0.4062
H: -5.225 1.740 1.404  0.2171
H: -7.672 1.396 1.358  0.2214
H: -8.676 -0.121 -0.316  0.2197
H: -7.228 -1.306 -1.933  0.2196
H: -4.780 -0.987 -1.866  0.2204
H: -4.752 2.744 -1.241  0.2433
H: -3.753 4.884 -2.018  0.2294
H: -1.272 5.170 -1.902  0.2357
H: 0.097 3.271 -1.063  0.2186
O: 5.537 1.321 4.400  -0.7077
C: 5.613 0.624 3.380  0.7284
O: 6.582 0.132 2.770  -0.7508
C: 4.246 0.329 2.704  -0.0204
C: 4.163 -0.661 1.730  -0.2415
C: 2.969 -0.868 1.078  0.0221
N: 1.887 -0.129 1.347  -0.5731
C: 1.938 0.804 2.306  0.0714
C: 3.097 1.052 3.017  -0.1844
C: 0.654 1.574 2.536  0.7540
O: 0.600 2.487 3.318  -0.5613
O: -0.390 1.177 1.813  -0.8618
H: 5.057 -1.222 1.492  0.2612
H: 2.865 -1.614 0.296  0.2006
H: 3.130 1.808 3.789  0.2776
C: 5.933 -0.072 -1.680  -0.2332
N: 4.630 0.414 -2.085  -0.1754
C: 3.659 0.914 -1.318  0.1881
N: 2.591 1.191 -2.040  -0.5262
C: 2.987 0.835 -3.290  0.1321
N: 4.213 0.364 -3.367  -0.2863
C: 5.982 -1.564 -1.438  -0.0361
C: 6.915 -2.064 -0.536  -0.1838
C: 7.071 -3.430 -0.369  -0.1984
C: 6.300 -4.313 -1.103  -0.1823
C: 5.343 -3.822 -1.985  -0.0429
C: 5.175 -2.448 -2.149  -0.2217
C: 4.567 -4.776 -2.784  0.4542
N: 4.955 -5.909 -3.251  -0.2858
N: 3.883 -6.439 -3.953  -0.2771
C: 2.925 -5.590 -3.855  0.4247
O: 3.276 -4.490 -3.128  -0.4223
C: 1.564 -5.722 -4.385  -0.0183
C: 1.332 -6.495 -5.519  -0.1774
C: 0.038 -6.665 -5.976  -0.2002
C: -1.030 -6.092 -5.298  -0.1845
C: -0.810 -5.341 -4.153  -0.0424
C: -1.965 -4.806 -3.335  -0.2316
N: -1.832 -3.395 -3.024  -0.1675
C: -1.086 -2.841 -2.068  0.1905
N: -1.072 -1.527 -2.209  -0.5406
C: -1.899 -1.333 -3.270  0.1403
N: -2.356 -2.436 -3.812  -0.2665
C: 0.495 -5.144 -3.711  -0.2048
H: 6.222 0.468 -0.779  0.2437
H: 6.630 0.201 -2.473  0.2377
H: 3.777 1.057 -0.253  0.2275
H: 2.361 0.930 -4.162  0.1993
H: 7.524 -1.380 0.044  0.2422
H: 7.796 -3.804 0.341  0.2280
H: 6.422 -5.383 -0.995  0.2324
H: 4.453 -2.075 -2.864  0.2354
H: 2.170 -6.952 -6.029  0.2384
H: -0.144 -7.254 -6.865  0.2237
H: -2.041 -6.242 -5.657  0.2161
H: -2.005 -5.337 -2.383  0.2251
H: -2.921 -4.941 -3.836  0.2387
H: -0.565 -3.406 -1.311  0.2300
H: -2.126 -0.360 -3.676  0.2073
H: 0.695 -4.567 -2.817  0.2147

Properties
total charge: 0
LUMO level: -1.35 eV
largest force on an atom: 0.51 eV/Å
E: -88251.89172 eV
frontier orbital gap: 6.3373 eV

=====

2.
Computed, not measured: C40H30Br2N2OP2PdTe as an isolated structure at a distorted geometry, with ωB97M-V with the def2-TZVPD basis set.

Each line ends with the Löwdin spin population.
Positions of all 79 atoms, in Å:
Pd: -0.372 -0.032 0.353  0.7620
C: -2.221 -0.125 3.426  0.0013
C: -0.740 -0.150 3.661  0.0025
C: -0.222 0.000 4.968  0.0017
C: 1.125 0.023 5.161  -0.0015
C: 2.000 -0.107 4.057  0.0010
C: 3.415 -0.077 4.145  0.0017
Br: 4.273 0.148 5.819  0.0007
C: 4.175 -0.196 3.019  0.0005
C: 3.571 -0.362 1.763  0.0034
Br: 4.689 -0.513 0.248  0.0009
C: 2.198 -0.425 1.586  0.0072
O: 1.641 -0.616 0.437  0.0771
C: 1.407 -0.270 2.790  0.0046
N: 0.051 -0.284 2.628  0.0465
H: -2.766 -0.346 4.343  -0.0001
H: -2.504 -0.838 2.652  0.0008
H: -2.526 0.868 3.083  -0.0004
H: -0.903 0.096 5.803  0.0002
H: 1.540 0.141 6.153  -0.0001
H: 5.253 -0.159 3.085  0.0001
Te: -3.348 3.822 0.432  0.0309
C: -4.434 4.027 -1.363  0.0311
C: -3.958 4.853 -2.373  0.0080
C: -4.633 4.873 -3.585  0.0012
N: -5.716 4.144 -3.844  0.0025
C: -6.167 3.366 -2.864  -0.0001
C: -5.571 3.271 -1.613  0.0052
C: -2.127 2.356 -0.442  0.4982
P: -2.562 0.595 -0.385  0.1272
C: -4.362 0.359 -0.293  0.0154
C: -5.113 -0.202 -1.322  0.0069
C: -6.480 -0.392 -1.171  -0.0001
C: -7.111 -0.041 0.013  0.0058
C: -6.364 0.478 1.063  -0.0004
C: -4.999 0.664 0.913  0.0064
C: -2.102 -0.099 -2.009  0.0332
C: -2.545 0.384 -3.239  0.0046
C: -2.105 -0.198 -4.415  0.0039
C: -1.188 -1.245 -4.375  0.0018
C: -0.707 -1.706 -3.160  0.0040
C: -1.180 -1.143 -1.981  0.0224
P: -0.350 2.439 -0.290  0.1651
C: 0.290 2.176 -1.980  0.0415
C: 1.478 1.469 -2.136  0.0057
C: 2.035 1.321 -3.400  0.0003
C: 1.410 1.872 -4.509  0.0025
C: 0.217 2.572 -4.358  0.0014
C: -0.339 2.722 -3.098  0.0106
C: 0.150 4.148 0.064  0.0159
C: 0.067 4.539 1.401  0.0074
C: 0.391 5.829 1.787  -0.0002
C: 0.819 6.742 0.833  0.0057
C: 0.941 6.351 -0.493  0.0011
C: 0.615 5.058 -0.878  0.0067
H: -3.074 5.461 -2.229  -0.0001
H: -4.279 5.507 -4.391  0.0002
H: -7.052 2.780 -3.086  0.0000
H: -5.987 2.612 -0.863  0.0006
H: -4.644 -0.500 -2.248  0.0002
H: -7.050 -0.819 -1.985  -0.0001
H: -8.176 -0.191 0.127  0.0004
H: -6.839 0.731 2.001  -0.0002
H: -4.425 1.055 1.743  0.0007
H: -3.215 1.237 -3.274  0.0008
H: -2.461 0.173 -5.367  0.0004
H: -0.838 -1.689 -5.298  0.0001
H: 0.032 -2.494 -3.122  0.0001
H: -0.825 -1.560 -1.028  0.0091
H: 1.966 1.019 -1.277  0.0008
H: 2.957 0.765 -3.513  0.0000
H: 1.844 1.752 -5.492  0.0002
H: -0.278 2.997 -5.221  0.0005
H: -1.273 3.262 -2.979  0.0036
H: -0.239 3.817 2.152  0.0001
H: 0.317 6.116 2.827  -0.0002
H: 1.073 7.753 1.125  0.0004
H: 1.299 7.052 -1.235  0.0000
H: 0.737 4.764 -1.913  0.0005

Properties
total charge: 0
relative energy (zero: lowest compared OMol25 entry of this formula, charge and spin): 100.96 kJ/mol
LUMO level (alpha / beta): -0.10 / -1.51 eV
largest force on an atom: 1.04 eV/Å
E: -216429.08546 eV
2S+1: 3
frontier orbital gap (alpha / beta): 6.9221 / 5.5809 eV

=====

- The highest largest force on an atom belongs to which entry?
  C40H30Br2N2OP2PdTe

=====

- Which formula does entry 2 have?
  C40H30Br2N2OP2PdTe